This record from the Open Molecules 2025 dataset describes an isolated ion of composition C5H6N and charge +1 in a non-equilibrium geometry. The level of theory is wB97M-V/def2-TZVPD.

XYZ file:
```
12
Properties=species:S:1:pos:R:3:forces:R:3
N -0.489857 -0.788539 0.348981 -2.2 -2.4 -0.5
C -0.269830 0.356022 0.460493 -1.2 -1.2 0.6
C 0.199372 1.625702 0.673046 0.1 0.9 -0.7
C 1.168790 0.731960 0.133025 4.2 3.3 -0.1
C -1.309124 -1.966640 0.141373 -0.4 -2.4 0.5
C 0.982750 2.025415 -0.600015 -1.5 -1.3 -1.2
H 0.501894 1.969288 -1.644088 0.8 0.3 1.8
H -2.402260 -1.657512 0.180790 1.4 -0.2 -0.7
H 2.099657 0.247628 0.448374 -0.9 -0.9 -0.2
H -1.245274 -2.698309 1.041727 0.4 1.4 -1.4
H 1.725333 2.751801 -0.373181 0.3 0.6 -0.2
H -0.961451 -2.596817 -0.810525 -0.9 1.8 2.0
```
Positions in Å, forces in eV/Å.

Its charge is +1. For the gap between HOMO and LUMO (spin up / spin down), the calculation gives 8.002 / 8.023 eV. The total energy comes out at -248.34338 Ha. As for the energy above the lowest of the compared OMol25 structures with the same formula, charge and spin: 170.88 kcal per mole. As for the largest force on an atom: 5.3 eV/A.